No. 1
A molecular structure, C45H50AuBO6Se2 in a non-equilibrium geometry. Source: OMol25; level of theory: ωB97M-V/def2-TZVPD.

Electronic energy (hartree): -7159.56297
E_LUMO (spin up / spin down) (eV): -1.87 / -1.87
Total charge: 0
Max |F| (eV Å⁻¹): 1.364

Last column: Löwdin charge in e.
Cartesian coordinates (Å):
Au: -0.469 -0.202 -0.911  1.0895
C: -2.702 1.853 -2.809  -0.3157
Se: -2.193 -0.001 -2.913  1.0506
C: -1.083 0.164 -4.467  -0.5306
C: -0.850 -1.249 -4.948  -0.5803
Se: 0.128 -2.167 -3.556  0.9428
C: -1.051 -3.703 -3.395  -0.3765
H: -1.818 2.451 -2.718  0.0047
H: -3.330 1.965 -1.933  0.0355
H: -3.258 2.118 -3.704  0.0403
H: -0.180 0.673 -4.132  0.0646
H: -1.562 0.778 -5.228  0.0871
H: -0.311 -1.246 -5.888  0.0665
H: -1.778 -1.805 -5.080  0.0586
H: -1.109 -4.224 -4.343  0.0240
H: -2.039 -3.388 -3.065  0.0218
H: -0.605 -4.351 -2.645  0.0194
C: 5.921 0.076 -1.977  0.0155
C: 5.058 0.796 -0.963  -0.5782
C: 5.853 1.764 -0.129  0.0203
O: 3.993 1.465 -1.667  -0.0351
C: 2.720 0.884 -1.341  -0.1516
C: 3.193 -0.461 -0.741  -0.1651
O: 4.423 -0.119 -0.098  -0.0225
C: 2.306 -1.436 0.041  -0.3729
O: 1.177 -1.559 -0.822  -0.3859
C: 3.068 -2.807 0.069  -0.1185
C: 2.557 -3.893 -0.633  -0.0275
C: 3.190 -5.136 -0.593  -0.0862
C: 4.351 -5.307 0.148  -0.1055
C: 4.881 -4.225 0.841  -0.0825
C: 4.246 -2.990 0.808  -0.0180
C: 1.977 -1.139 1.536  -0.1233
C: 0.883 -1.793 2.101  -0.0382
C: 0.567 -1.637 3.447  -0.0840
C: 1.354 -0.834 4.264  -0.0954
C: 2.458 -0.196 3.717  -0.0845
C: 2.771 -0.351 2.370  -0.0441
C: 1.774 1.894 -0.606  -0.3799
O: 0.757 1.228 0.135  -0.2837
C: 2.550 2.828 0.385  -0.1173
C: 3.413 3.841 -0.053  -0.0497
C: 4.052 4.677 0.854  -0.0922
C: 3.838 4.528 2.223  -0.1001
C: 2.954 3.552 2.668  -0.0756
C: 2.306 2.719 1.753  -0.0293
C: 1.171 2.882 -1.646  -0.1571
C: 1.714 3.128 -2.911  -0.0407
C: 1.196 4.139 -3.724  -0.0824
C: 0.153 4.939 -3.272  -0.1016
C: -0.387 4.703 -2.011  -0.0932
C: 0.106 3.676 -1.215  -0.0412
H: 6.427 0.812 -2.609  0.0929
H: 5.314 -0.567 -2.619  0.0884
H: 6.668 -0.534 -1.462  0.0950
H: 6.191 2.601 -0.747  0.1000
H: 6.725 1.247 0.286  0.0962
H: 5.242 2.150 0.691  0.0792
H: 2.209 0.645 -2.279  0.1325
H: 3.422 -1.037 -1.636  0.1496
H: 1.657 -3.754 -1.217  0.0822
H: 2.768 -5.973 -1.138  0.0954
H: 4.839 -6.273 0.185  0.0951
H: 5.791 -4.346 1.423  0.1000
H: 4.669 -2.157 1.360  0.1117
H: 0.276 -2.440 1.474  0.1131
H: -0.297 -2.151 3.860  0.0939
H: 1.113 -0.710 5.315  0.0960
H: 3.083 0.438 4.341  0.1031
H: 3.632 0.158 1.962  0.1075
H: 3.589 3.985 -1.112  0.1164
H: 4.721 5.455 0.488  0.1029
H: 4.343 5.180 2.932  0.0968
H: 2.758 3.436 3.734  0.1004
H: 1.591 1.983 2.090  0.1010
H: 2.566 2.552 -3.260  0.1106
H: 1.633 4.318 -4.702  0.1002
H: -0.228 5.743 -3.892  0.0977
H: -1.202 5.322 -1.646  0.1030
H: -0.294 3.502 -0.222  0.1245
C: -8.195 0.277 2.369  -0.0496
C: -7.620 -1.136 2.571  -0.5609
C: -8.271 -2.098 1.561  -0.0497
C: -7.980 -1.603 3.981  -0.0759
C: -6.094 -1.112 2.349  -0.1564
C: -5.189 -1.487 3.345  -0.0112
C: -3.796 -1.471 3.154  0.0379
C: -3.353 -1.061 1.929  -0.1749
O: -2.041 -0.945 1.457  0.1676
B: -2.168 -0.489 0.165  -0.6160
O: -3.503 -0.321 -0.191  0.1010
C: -4.229 -0.688 0.941  -0.1724
C: -5.588 -0.699 1.104  0.0640
H: -9.277 0.276 2.552  0.0869
H: -8.025 0.643 1.350  0.0778
H: -7.729 0.985 3.063  0.0922
H: -9.355 -2.141 1.722  0.0867
H: -7.866 -3.111 1.678  0.0920
H: -8.095 -1.783 0.526  0.0781
H: -9.070 -1.613 4.087  0.0869
H: -7.575 -0.931 4.747  0.0899
H: -7.616 -2.618 4.179  0.0888
H: -5.561 -1.807 4.312  0.1014
H: -3.106 -1.764 3.941  0.1250
H: -6.242 -0.396 0.288  0.1306

Cartesian forces, eV/Å:
Au -0.4 -0.1 -0.6
C -0.4 -0.1 0.0
Se -0.4 -0.1 1.3
C 0.4 0.0 -0.1
C 0.1 -0.1 -0.2
Se 0.6 -0.6 -0.1
C 0.1 0.1 0.1
H 0.5 0.4 0.1
H 0.0 0.0 0.1
H 0.0 0.0 -0.1
H 0.2 0.0 -0.2
H -0.3 0.1 0.2
H 0.2 -0.1 -0.1
H -0.1 0.2 -0.1
H 0.0 -0.1 -0.1
H 0.0 0.0 0.0
H 0.0 0.0 0.0
C 0.1 -0.1 -0.3
C -0.3 -0.1 0.0
C 0.2 0.2 0.3
O -0.3 0.1 0.0
C 0.1 0.1 0.3
C 0.2 0.3 0.3
O -0.3 0.0 -0.1
C -0.3 -0.3 0.1
O 0.3 -0.1 0.8
C -0.1 0.1 0.0
C 0.2 -0.1 0.0
C 0.0 0.1 0.1
C -0.1 0.1 -0.1
C -0.1 0.1 0.0
C -0.2 0.1 -0.1
C -0.1 0.0 -0.5
C 0.0 0.0 0.0
C 0.0 0.0 -0.1
C 0.0 0.0 -0.1
C 0.0 0.0 -0.1
C 0.0 -0.1 -0.1
C -0.2 0.0 0.6
O 0.5 0.5 -0.4
C -0.2 -0.1 0.1
C -0.1 0.0 0.0
C 0.0 0.0 0.0
C 0.0 0.0 -0.1
C 0.0 -0.1 -0.1
C 0.1 0.2 0.0
C 0.1 -0.1 0.2
C -0.1 -0.1 0.0
C 0.0 0.0 0.1
C 0.0 -0.1 0.0
C -0.1 -0.1 0.0
C 0.0 0.1 -0.1
H 0.0 -0.1 0.0
H 0.1 0.0 0.1
H -0.1 0.1 -0.1
H 0.0 -0.1 0.1
H -0.1 0.1 -0.1
H 0.1 -0.1 -0.2
H 0.1 -0.1 -0.1
H 0.2 -0.2 -0.2
H 0.0 0.0 0.0
H 0.0 0.0 0.0
H 0.0 0.0 0.0
H -0.1 0.0 -0.1
H -0.1 -0.1 0.0
H 0.0 0.1 0.0
H 0.1 0.0 -0.1
H 0.0 0.0 -0.1
H 0.0 -0.1 -0.1
H 0.0 0.0 0.0
H 0.0 -0.1 0.1
H -0.1 -0.2 0.1
H -0.1 -0.1 -0.1
H 0.0 0.0 -0.2
H 0.0 0.0 0.0
H -0.1 0.1 0.0
H 0.0 0.0 0.1
H 0.0 -0.1 0.1
H 0.1 0.0 0.0
H 0.0 0.0 -0.1
C 0.0 0.1 0.0
C 0.2 0.0 -0.1
C 0.0 -0.1 -0.1
C 0.0 -0.1 0.2
C -0.1 0.0 0.0
C 0.2 0.0 0.0
C -0.3 -0.1 0.4
C 0.8 0.0 -0.1
O -0.4 0.0 0.0
B 0.0 0.5 0.3
O 0.3 0.1 -0.2
C 0.0 0.2 -0.6
C -0.3 0.0 -0.1
H 0.2 0.0 0.0
H 0.0 -0.1 0.2
H -0.1 -0.1 -0.1
H 0.2 0.0 0.0
H -0.1 0.1 0.0
H 0.0 0.0 0.2
H 0.1 0.0 0.0
H -0.1 -0.1 -0.1
H -0.1 0.2 0.0
H 0.1 0.1 -0.2
H -0.1 0.1 -0.1
H 0.1 -0.1 0.2


No. 2
2 unconnected molecules or ions with the total composition C7H12N2O2S in a non-equilibrium geometry. Source: OMol25; level of theory: ωB97M-V/def2-TZVPD.

SMILES string: [H]/N=C1\O[C@@]1(S)C(C)(C)C.N=C=O
Electronic energy (hartree): -931.99782
E_LUMO (eV): 0.44
Energy relative to the best compared isomer or geometry (same formula, charge and spin) (kcal/mol): 98.6
Total charge: 0
Max |F| (eV Å⁻¹): 7.363

Last column: Löwdin charge in e.
Cartesian coordinates (Å):
H: -1.437 2.306 2.469  0.0793
N: -1.332 1.714 1.673  0.1979
C: -0.276 1.557 1.088  -0.4342
O: 1.009 1.922 1.083  0.0706
C: 0.613 1.112 -0.019  -0.6540
S: 0.586 2.165 -1.480  0.8820
C: 0.940 -0.406 -0.146  -0.5056
C: 0.863 -1.149 1.222  -0.0180
C: 2.502 -0.406 -0.375  -0.0513
C: 0.216 -0.934 -1.378  -0.0522
H: -0.377 1.507 -2.140  -0.1150
H: 1.288 -2.066 1.219  0.0506
H: -0.251 -1.310 1.418  0.1163
H: 1.241 -0.651 1.991  0.0399
H: 3.170 -0.832 0.356  0.0678
H: 2.777 -1.029 -1.347  0.1201
H: 2.828 0.608 -0.632  0.0617
H: -0.809 -0.802 -1.206  0.0543
H: 0.589 -2.027 -1.422  0.1368
H: 0.464 -0.472 -2.229  0.0126
N: -3.131 -0.216 0.428  0.2208
C: -4.089 -0.307 -0.275  -0.4302
O: -5.054 -0.600 -0.822  0.1584
H: -2.328 0.316 0.523  -0.0087

Cartesian forces, eV/Å:
H 0.5 0.4 0.6
N -1.8 -0.5 -0.2
C 1.8 0.2 -1.8
O 1.5 0.4 1.7
C -3.1 -1.3 0.1
S 0.1 0.0 -0.2
C 4.0 1.5 0.9
C -6.4 0.5 -3.7
C 0.4 -0.7 -3.8
C 1.2 -3.8 4.1
H 0.0 0.1 0.1
H 1.4 -2.9 -0.5
H 1.2 0.0 0.2
H 1.7 2.6 3.1
H -0.3 0.1 0.7
H -0.6 1.2 1.8
H 0.3 -0.2 0.2
H -1.8 -0.5 0.0
H -1.2 1.5 -0.3
H 1.3 1.8 -3.1
N -0.9 -1.1 0.0
C 1.3 -0.3 1.0
O -2.0 -0.1 -1.4
H 1.3 1.4 0.4


No. 3
CHFO2 in the gas phase in a non-equilibrium geometry. Source: OMol25; level of theory: ωB97M-V/def2-TZVPD.

SMILES string: FC1OO1
Electronic energy (hartree): -288.91221
E_LUMO (eV): 1.00
Energy relative to the best compared isomer or geometry (same formula, charge and spin) (kcal/mol): 110.3
Total charge: 0
Max |F| (eV Å⁻¹): 4.635

Last column: Löwdin charge in e.
Cartesian coordinates (Å):
F: 0.033 -1.361 -0.030  0.1206
C: -0.224 -0.068 0.053  -0.4054
O: 0.690 0.653 0.739  0.0833
O: 0.711 0.684 -0.658  0.0641
H: -1.210 0.091 -0.104  0.1374

Cartesian forces, eV/Å:
F -0.1 -1.0 0.4
C 4.4 -0.4 -1.3
O -0.7 0.1 3.4
O -0.6 0.0 -2.6
H -3.1 1.2 0.2